Entry from the Open Molecules 2025 dataset: a molecular structure, C46H52BClN15OTi (ωB97M-V/def2-TZVPD).

Cartesian coordinates (Å):
Ti (-1.12533, 0.45808, -1.68340)
C (-2.45813, -2.15191, -2.74719)
N (-1.90948, -0.87670, -3.32348)
C (-0.80337, -1.19240, -4.26121)
C (0.25131, -1.86297, -3.43732)
C (1.06508, -2.87212, -3.91442)
C (1.86221, -3.56367, -3.01353)
C (1.76094, -3.25674, -1.66527)
C (0.93437, -2.22123, -1.27407)
N (0.22947, -1.48883, -2.14929)
C (-2.99111, -0.21556, -4.07506)
C (-4.03901, 0.14065, -3.07706)
C (-5.38306, 0.14446, -3.39348)
C (-6.29534, 0.56851, -2.43911)
C (-5.81107, 0.96493, -1.20515)
C (-4.44940, 0.90907, -0.96698)
N (-3.55654, 0.49749, -1.87423)
C (-2.47959, -2.21685, -1.24831)
C (-3.05349, -3.31272, -0.62870)
C (-2.98332, -3.43120, 0.74909)
C (-2.32376, -2.44697, 1.47060)
C (-1.79219, -1.37613, 0.78593)
N (-1.88127, -1.24254, -0.54749)
H (-1.85899, -2.98795, -3.11038)
H (-3.46709, -2.30938, -3.12912)
H (-0.48281, -0.26581, -4.73742)
H (-1.16106, -1.86026, -5.04919)
H (1.04821, -3.13502, -4.96432)
H (2.51368, -4.35776, -3.35431)
H (2.31610, -3.80803, -0.91827)
H (0.82776, -1.97028, -0.22760)
H (-3.38024, -0.88604, -4.84536)
H (-2.58329, 0.66669, -4.57072)
H (-5.70626, -0.16865, -4.37796)
H (-7.35464, 0.59160, -2.65810)
H (-6.47211, 1.31366, -0.42423)
H (-4.07418, 1.22898, -0.01439)
H (-3.53635, -4.07417, -1.22816)
H (-3.41874, -4.28513, 1.25127)
H (-2.20405, -2.51625, 2.54313)
H (-1.25990, -0.60282, 1.30874)
C (-1.83987, 2.90670, 1.83557)
C (-2.17397, 1.79507, 1.08590)
N (-1.54179, 1.81821, -0.10221)
N (-0.76209, 2.93815, -0.10259)
C (-0.94782, 3.60774, 1.04031)
B (-0.11028, 3.50088, -1.42273)
N (0.86117, 2.49991, -2.16073)
C (2.06799, 2.85536, -2.61603)
C (2.49114, 1.92515, -3.55005)
C (1.47160, 0.99667, -3.60301)
N (0.47408, 1.33745, -2.76449)
N (-1.28453, 3.64332, -2.37943)
C (-1.97114, 4.72535, -2.77197)
C (-3.08817, 4.30324, -3.45551)
C (-3.02481, 2.91949, -3.39645)
N (-1.93228, 2.50167, -2.73568)
N (0.65742, 4.73999, -1.11715)
C (0.98776, 5.81015, -1.90218)
C (2.05424, 6.43970, -1.32784)
C (2.34857, 5.66523, -0.18449)
N (1.53429, 4.63556, -0.06952)
H (-2.19738, 3.17471, 2.81498)
H (-2.80574, 0.97300, 1.37321)
H (-0.42894, 4.53414, 1.21673)
H (2.55089, 3.75300, -2.26360)
H (3.40886, 1.92828, -4.11230)
H (1.44797, 0.09720, -4.18909)
H (-1.63588, 5.71955, -2.53127)
H (-3.84189, 4.90727, -3.92959)
H (-3.74377, 2.24626, -3.81911)
H (0.46295, 6.04267, -2.81355)
H (2.54696, 7.33441, -1.66766)
H (3.12165, 5.82464, 0.55118)
C (4.47746, -1.65800, 4.63891)
C (4.04354, -0.91015, 3.36732)
C (3.62634, -1.98664, 2.35610)
C (5.26098, -0.16376, 2.80678)
C (2.90907, 0.10845, 3.72535)
O (3.35357, 0.96294, 4.77954)
C (1.57550, -0.50395, 4.20677)
C (0.69272, -1.31210, 3.22810)
C (0.35776, -2.72978, 3.63026)
C (-0.19198, -3.01470, 4.87733)
C (-0.57894, -4.30379, 5.21239)
C (-0.41797, -5.32899, 4.29027)
Cl (-0.90395, -6.93308, 4.69463)
C (0.13688, -5.07316, 3.04535)
C (0.51602, -3.77739, 2.72675)
C (2.67133, 1.22873, 2.67832)
N (2.07571, 0.87036, 1.38725)
C (0.80549, 0.82860, 1.04015)
N (0.68615, 0.45509, -0.24190)
C (2.00253, 0.31084, -0.62006)
N (2.85334, 0.55518, 0.32811)
H (5.21656, -2.41404, 4.37339)
H (3.64798, -2.17914, 5.12028)
H (4.96267, -1.00518, 5.36672)
H (4.51397, -2.56442, 2.09121)
H (3.23471, -1.57015, 1.42532)
H (2.90736, -2.68661, 2.78054)
H (6.11332, -0.84313, 2.76993)
H (5.53862, 0.68361, 3.43409)
H (5.08757, 0.18853, 1.78861)
H (3.58408, 0.43599, 5.55280)
H (1.00807, 0.34272, 4.59896)
H (1.79988, -1.11979, 5.07898)
H (1.13611, -1.35146, 2.23203)
H (-0.25734, -0.77173, 3.12523)
H (-0.32778, -2.22476, 5.60808)
H (-1.00239, -4.51757, 6.18425)
H (0.28184, -5.88708, 2.34723)
H (0.96436, -3.58483, 1.75573)
H (3.61190, 1.71913, 2.44899)
H (2.01674, 1.96390, 3.14480)
H (0.01442, 1.09559, 1.71784)
H (2.32465, 0.03746, -1.60683)

Calculated values
Gap between HOMO and LUMO, eV: 4.7479
Total charge: +3
Energy relative to the best compared isomer or geometry (same formula, charge and spin), eV: 0.784
E_HOMO, hartree: -0.540

Entry from the Open Molecules 2025 dataset: a molecular structure, C46H52BrCoN6O2S in a non-equilibrium geometry (ωB97M-V/def2-TZVPD).

Cartesian coordinates (Å):
Co (0.69077, -0.64985, 0.45852)
C (-0.42623, 2.40216, 3.27466)
C (0.05325, 1.74336, 2.02029)
N (0.83774, 0.64603, 2.10431)
N (1.26192, 0.30923, 3.31291)
C (1.87067, -0.84006, 3.43382)
N (2.42647, -1.14547, 4.63085)
S (2.04756, -1.97096, 2.15515)
C (-0.26864, 2.14752, 0.76177)
C (-1.26851, 3.12788, 0.27180)
C (-0.53541, 3.69589, -1.68468)
C (0.84487, 3.15383, -1.78041)
C (1.21773, 2.09793, -1.06499)
N (0.20528, 1.35103, -0.35131)
H (0.42515, 2.75422, 3.85442)
H (-0.94443, 1.65248, 3.87003)
H (-1.11154, 3.21697, 3.06094)
H (2.15672, -0.59200, 5.42604)
H (2.73613, -2.08853, 4.78789)
H (-2.12538, 3.21445, 0.93547)
H (-0.82390, 4.25093, -2.57808)
H (1.55423, 3.66884, -2.40789)
H (2.22354, 1.70336, -1.02666)
C (5.17568, -2.32015, -1.73203)
C (4.15542, -1.86628, -0.68192)
C (4.85958, -1.24462, 0.52407)
C (3.29592, -3.05611, -0.32460)
C (3.88607, -4.18029, 0.22034)
C (3.15284, -5.33234, 0.43345)
C (1.85977, -5.40141, -0.04530)
C (1.22711, -4.31133, -0.62955)
C (-0.12133, -4.54924, -1.27161)
C (-1.21640, -4.75550, -0.22403)
C (-0.04481, -5.75655, -2.21013)
C (1.91293, -3.07356, -0.64933)
N (1.40040, -1.84913, -1.03230)
C (0.18747, -1.43331, -1.33374)
C (0.03434, -0.51291, -2.49157)
C (0.50123, -0.99273, -3.71035)
C (0.24160, -0.32469, -4.89291)
C (-0.52847, 0.82440, -4.86695)
C (-0.94894, 1.35099, -3.66149)
C (-0.64317, 0.71375, -2.45910)
N (-0.94370, 1.27689, -1.21372)
C (-1.52807, 2.59756, -1.16643)
C (-0.76320, 4.47687, -0.34529)
C (-1.89680, 5.41956, -0.54342)
C (-3.07087, 5.14853, -1.12623)
C (-3.57616, 3.88158, -1.59482)
C (-2.94458, 2.69556, -1.61439)
C (-3.68567, 1.40996, -1.90498)
C (-4.47489, 1.01209, -0.65107)
C (-4.60019, 1.52181, -3.12404)
C (0.47441, 5.14280, 0.27268)
C (0.22022, 5.71876, 1.66517)
C (1.04170, 6.23248, -0.64178)
H (5.74840, -1.46737, -2.09003)
H (4.67032, -2.78418, -2.57724)
H (5.86605, -3.04655, -1.31115)
H (3.51564, -1.10351, -1.13640)
H (5.31474, -2.00393, 1.15488)
H (4.14752, -0.68894, 1.13068)
H (5.63896, -0.56412, 0.18756)
H (4.92950, -4.15860, 0.49247)
H (3.59919, -6.18612, 0.92064)
H (1.32931, -6.33617, 0.05305)
H (-0.38660, -3.69733, -1.90184)
H (-0.90928, -5.49892, 0.50843)
H (-2.13100, -5.10104, -0.70107)
H (-1.43537, -3.82763, 0.29950)
H (0.10668, -6.68241, -1.66407)
H (0.78164, -5.62813, -2.90561)
H (-0.97248, -5.83715, -2.77283)
H (-0.72603, -2.00060, -1.12455)
H (1.07205, -1.90965, -3.70940)
H (0.61820, -0.71047, -5.82702)
H (-0.77300, 1.34145, -5.78387)
H (-1.52016, 2.26676, -3.66141)
H (-1.73032, 6.43001, -0.20728)
H (-3.77731, 5.96503, -1.21005)
H (-4.60613, 3.90979, -1.91915)
H (-2.96458, 0.61555, -2.10250)
H (-5.16715, 1.80474, -0.37153)
H (-3.79954, 0.81943, 0.18128)
H (-5.04315, 0.10423, -0.84555)
H (-5.42244, 2.20489, -2.93536)
H (-5.02762, 0.55201, -3.36943)
H (-4.04107, 1.87861, -3.98694)
H (1.23814, 4.36489, 0.38014)
H (-0.47149, 6.55736, 1.63383)
H (1.15986, 6.07185, 2.08767)
H (-0.17983, 4.95417, 2.32322)
H (0.36741, 7.08265, -0.70983)
H (1.21055, 5.85005, -1.64462)
H (1.99087, 6.58980, -0.24517)
Br (0.73337, -5.19099, 3.91504)
C (-0.42520, -3.69620, 4.15874)
C (-0.87847, -3.39139, 5.43040)
C (-1.69053, -2.28117, 5.60223)
C (-2.01850, -1.47974, 4.52358)
C (-1.54882, -1.79247, 3.25463)
C (-0.76269, -2.92234, 3.06658)
C (-1.83159, -0.84420, 2.10224)
O (-2.67394, 0.03214, 2.22415)
O (-1.11721, -1.05037, 1.06400)
H (-0.60416, -4.00807, 6.27311)
H (-2.05609, -2.03500, 6.58813)
H (-2.63723, -0.60252, 4.63510)
H (-0.39682, -3.18080, 2.08514)

Calculated values
Gap between HOMO and LUMO (alpha / beta), eV: 6.5723 / 6.8096
<S²>: 6.057
E_HOMO (alpha / beta), hartree: -0.255 / -0.289
Multiplicity: 5